[1]
Entry from the OMol25 dataset: a 9-piece molecular cluster, C27H72O9 overall at a distorted geometry (wB97M-V/def2-TZVPD).

ORCA input file:
```
! wB97M-V def2-TZVPD RIJCOSX def2/J DEFGRID3
* xyz 0 1
H 2.19 -2.08 -6.09
C -0.39 6.06 2.17
C -3.80 -4.35 -1.96
H -0.21 -2.49 -4.79
C 1.24 -2.28 3.52
H -4.38 -4.12 -2.85
H -3.98 1.76 3.71
H -0.46 -0.28 -1.56
H -2.22 -5.50 -2.76
C -4.47 -0.01 -3.63
H -3.24 -1.55 -4.55
H 0.92 -1.88 0.62
H -3.72 -6.40 -2.56
H -5.78 0.98 -4.73
H -3.05 -0.11 5.67
C 2.59 -1.86 -5.10
H 3.11 -2.05 4.43
O -4.73 -4.39 -0.86
H -5.42 -3.75 -1.04
H -0.09 -3.01 -3.12
H 7.14 1.05 2.28
H 1.96 3.87 0.73
H -0.92 0.53 0.82
C 2.55 -4.14 4.62
H -0.73 6.97 2.65
C 1.86 -2.60 -3.94
H -2.72 -5.98 -1.13
H 5.79 -0.10 0.39
H 0.08 -1.32 -3.57
H -2.54 0.02 -4.89
H -5.35 1.55 -2.32
H 2.29 2.15 0.34
H 3.20 -2.83 -2.64
C 0.03 0.70 0.33
H -3.95 0.68 -1.73
H 1.26 -1.48 5.84
H 0.14 1.73 0.00
H 2.43 5.12 -2.70
C -1.34 4.06 0.92
H -5.03 -0.87 -3.28
C 2.22 -2.64 4.64
H 2.36 1.62 -2.03
H 1.61 -4.69 4.74
H 3.58 3.35 0.33
C -3.08 -5.64 -2.11
H 3.82 1.36 2.23
H 1.88 -0.87 -1.77
C 6.01 1.97 0.66
H 3.05 -4.46 3.71
C -2.89 -3.18 -1.60
H 0.45 -2.42 -0.98
H -2.42 5.50 2.14
O -1.85 6.23 0.31
H 3.09 -4.53 5.48
O 2.87 2.43 -2.15
H 3.86 4.92 -1.65
C -1.59 5.45 1.45
H 2.46 -0.79 -4.94
H 5.44 2.20 -0.24
O 6.52 0.33 2.28
O 1.63 -0.12 -1.22
H 2.00 -3.67 -4.14
O -2.43 0.33 5.08
H -2.30 3.58 0.75
C 5.67 0.60 1.22
C 4.18 0.49 1.68
C -4.06 0.71 3.46
H 1.58 -2.48 2.51
H -2.43 -3.35 -0.63
O 1.66 -2.35 5.89
C 0.29 -0.31 -0.77
H -2.10 -2.08 4.23
H -3.83 -1.96 3.78
H -0.79 -1.95 0.20
H 3.48 0.47 0.84
C -2.83 -1.57 3.61
H 0.50 6.24 1.56
C 2.23 3.43 -1.34
H -0.88 3.37 1.62
H -1.90 0.36 3.16
H 7.05 2.07 0.34
H -3.50 -2.28 -1.56
H 1.07 -1.21 3.52
H -0.04 5.41 2.97
H 3.97 -0.38 2.30
O 2.50 -2.17 -2.75
H 1.15 3.45 -1.47
H -4.23 0.64 2.39
H -3.81 1.98 -2.91
H -2.09 7.13 0.56
H -4.87 0.34 4.09
C 2.78 4.80 -1.71
H 5.90 2.75 1.41
H -2.41 -0.64 -3.29
H 3.63 -2.15 -5.16
H 2.37 5.61 -1.12
H -2.12 -2.93 -2.34
H 0.30 -2.81 3.66
O -5.06 0.37 -4.88
H -2.70 -1.88 2.57
C 0.34 -2.33 -3.86
C -4.40 1.11 -2.62
H -0.81 4.06 -0.03
C -2.75 0.01 3.74
C -3.09 -0.55 -4.14
C 0.21 -1.71 -0.19
C 2.53 3.18 0.10
H 0.75 0.49 1.12
*
```

Calculated values
* ΔE to the lowest compared entry with this formula, charge and spin: 58.8 kcal/mol
* structure (SMILES): CC(C)O.CC(C)O.CC(C)O.CC(C)O.CC(C)O.CC(C)O.CC(C)O.CC(C)O.CC(C)O
* HOMO-LUMO gap: 10.1 eV
* LUMO energy: 0.33 eV

***

[2]
Entry from the OMol25 dataset: a 3-piece molecular cluster, C24H22Br2NO14S2 overall at a distorted geometry (wB97M-V/def2-TZVPD).

ORCA input file:
```
! wB97M-V def2-TZVPD RIJCOSX def2/J DEFGRID3
* xyz 1 1
H -2.23 -0.35 0.28
C 1.40 0.28 7.32
O -3.29 6.93 1.79
C -0.69 4.40 1.00
C -0.34 -0.24 5.08
H 0.55 -3.15 5.85
H -1.89 -3.69 -0.99
O -0.16 3.86 0.03
C 1.14 -1.09 6.86
H -3.52 7.20 2.71
C -0.10 1.13 5.55
S 1.63 3.69 -2.17
C -0.82 4.59 3.45
C 4.49 -1.04 -4.43
H -0.48 0.19 -1.66
H -3.39 -5.77 -4.16
C -1.75 5.41 0.85
H 2.07 0.41 8.16
C 1.86 -1.30 -4.33
C -0.27 4.02 2.37
C -1.86 5.62 3.30
H -3.53 -4.12 -5.15
Br 2.11 -4.16 -5.53
H 0.52 -5.47 -3.44
O 0.02 -2.57 5.25
C -0.01 -0.66 -2.34
O -2.36 6.18 4.27
C 0.24 -1.28 5.69
H 0.26 3.38 -1.90
O 1.64 -2.07 7.41
O 5.29 -2.07 -4.75
O -0.63 2.10 5.03
H 4.20 -0.50 -2.54
H 2.94 0.26 -5.68
C -0.37 -4.68 -3.37
C -2.30 5.98 1.92
O 0.70 3.05 2.50
H -2.77 -2.13 -1.80
H -2.06 5.66 -0.16
C 1.21 -0.14 -3.35
O 4.72 -0.09 -3.32
H -3.09 -4.02 -3.31
O 2.38 2.12 -2.23
H -1.04 -5.03 -2.48
H 3.14 -1.51 -6.31
N 0.11 -3.24 -3.29
H 0.53 3.19 6.53
H 0.94 2.79 1.59
S -1.59 -1.60 0.32
C 1.65 1.44 -3.31
O -0.10 -1.50 0.77
H -0.99 -0.37 4.23
H -0.52 4.33 4.45
C 1.25 -2.85 -4.25
C -1.35 -4.75 -4.72
C 3.10 -0.86 -5.34
H -1.16 -3.79 -5.38
O 1.06 2.62 7.13
C -2.95 -4.68 -4.27
O -2.30 -2.45 1.43
C 0.82 1.32 6.71
Br -0.99 -6.35 -5.88
C -1.79 -2.57 -1.31
O 1.25 2.21 -4.35
C -0.55 -2.24 -2.33
*
```

Calculated values
* ΔE to the lowest compared entry with this formula, charge and spin: 348.2 kcal/mol
* HOMO-LUMO gap: 5.5 eV
* LUMO energy: -5.78 eV

***

[3]
Entry from the OMol25 dataset: C29H49B2Cl36INO8 as an isolated structure at a distorted geometry (wB97M-V/def2-TZVPD).

ORCA input file:
```
! wB97M-V def2-TZVPD RIJCOSX def2/J DEFGRID3
* xyz 1 1
H 1.65 -0.01 -3.73
Cl -3.18 -2.90 -5.46
H 1.48 2.40 1.31
O 2.85 1.91 -2.22
C -2.63 -2.08 -1.65
H 0.51 -0.90 4.12
C -6.22 -1.51 5.23
H 9.27 -1.50 0.79
H 0.00 0.59 6.01
C 0.37 1.07 9.84
H -7.71 -1.83 -1.53
Cl 7.38 -0.21 0.27
Cl -3.65 4.44 -3.73
Cl 0.22 -5.73 12.93
H 9.54 3.74 -6.08
H -2.08 -4.60 -1.60
Cl 7.30 3.50 -5.44
H -2.27 3.30 2.05
C 0.02 -0.56 1.31
H 0.12 2.60 0.28
H 4.70 0.47 -3.60
H 1.47 -0.68 -1.40
N 1.49 1.18 -0.40
C -3.21 5.39 -2.31
Cl -5.40 -1.65 -6.86
C 0.57 0.13 -3.74
Cl -6.67 -2.35 -3.57
Cl -0.52 -3.36 8.09
C 3.00 2.81 -3.33
O -1.47 -0.94 3.40
Cl 9.78 -0.64 -1.32
H -4.03 5.34 -1.61
H 2.32 3.65 -3.23
H 5.25 2.13 -1.97
Cl 3.54 -3.89 -3.89
O -0.85 -2.85 2.16
H -6.84 -0.65 5.01
H 6.81 0.28 -3.04
Cl 2.07 4.06 -9.04
Cl -1.63 -5.77 10.69
H 1.06 -0.88 1.46
Cl 3.36 -2.72 -1.25
C -0.25 -2.17 -0.72
C -0.06 0.92 1.66
O -1.28 -4.07 -1.54
Cl -7.51 2.92 0.35
H 5.12 1.47 -4.97
H -0.73 1.25 4.52
H -2.05 -3.13 0.09
I 3.37 0.43 0.32
C 8.69 3.21 -6.50
O -1.55 2.75 2.39
Cl 1.31 1.57 -7.77
C -6.69 -2.00 -1.85
Cl 8.39 3.84 -8.12
H 2.78 -4.89 -1.92
C 5.32 2.43 -3.02
Cl -6.64 3.45 -2.36
H -2.27 -1.73 -2.62
Cl 9.09 1.50 -6.55
C 9.13 -0.54 0.31
C -0.52 -0.86 4.49
H 0.35 -2.78 -0.05
B -1.52 1.54 1.76
C -0.26 -0.73 -0.19
Cl -8.69 1.45 -1.85
Cl -0.05 2.49 8.87
C 3.59 -4.22 -2.17
Cl -4.71 -1.34 4.33
C 2.29 2.31 -9.04
H -1.74 0.41 5.65
C -0.74 0.43 5.23
Cl -3.18 -2.41 8.74
Cl -1.78 4.70 -1.52
C 5.41 1.23 -3.96
B -0.80 -1.47 2.31
H 2.76 2.28 -4.25
H 3.33 2.09 -8.84
H -3.07 -0.08 1.59
C -1.02 -4.83 12.06
H -2.94 -1.22 -1.07
Cl -2.61 -3.32 6.05
O 4.29 3.34 -3.38
H -1.24 -0.32 -0.37
C -1.59 -2.85 -0.85
O 0.10 1.13 -4.62
Cl 1.86 1.62 -10.60
H -1.84 -4.64 12.73
C -8.00 2.99 -1.34
Cl 9.96 0.69 1.25
Cl -3.30 -0.01 -5.70
H -2.54 -4.54 8.05
H -0.02 -3.28 2.39
Cl -5.76 -0.54 -1.54
H 0.15 -0.83 -4.06
C 1.90 2.31 -1.30
C -2.25 -3.54 7.77
H 0.38 1.05 2.64
H -0.91 -0.21 -2.34
H 1.04 2.82 -1.72
H 0.60 1.18 -5.43
H -0.68 -1.72 5.13
C -0.04 0.43 -2.37
H -3.52 -2.69 -1.75
Cl -5.91 -1.55 6.96
Cl -0.50 1.07 11.36
C -2.87 0.92 1.23
Cl -7.09 -2.95 4.71
H -0.44 1.44 -2.36
H 1.43 1.12 10.06
H 0.23 -2.25 -1.69
H -3.70 1.56 1.50
Cl -0.39 -3.27 11.52
H -3.13 -1.60 -7.41
H 6.25 2.97 -3.10
Cl 5.11 -4.99 -1.72
H -2.86 0.92 0.14
H 2.37 3.02 -0.61
O 6.69 0.63 -3.92
C 0.73 0.05 -1.11
Cl -2.93 7.07 -2.73
Cl -6.08 -3.37 -0.92
Cl 0.06 -0.41 8.94
H -8.77 3.75 -1.44
C 0.76 1.84 0.73
C -3.69 -1.55 -6.48
*
```

Calculated values
* HOMO-LUMO gap: 7.3 eV
* LUMO energy: -4.66 eV

***

[4]
Entry from the OMol25 dataset: an isolated ion of composition C3H2ClO3 and charge -1 at a distorted geometry (wB97M-V/def2-TZVPD).

ORCA input file:
```
! wB97M-V def2-TZVPD RIJCOSX def2/J DEFGRID3
* xyz -1 1
O 0.74 2.28 0.55
O 2.31 1.32 -0.66
O -0.58 -0.11 0.03
C -1.80 -0.84 0.04
H -2.44 -0.18 -0.42
C 0.78 -0.07 0.38
C 1.37 1.36 0.07
H -1.83 -2.00 -0.11
Cl 1.44 -1.76 0.11
*
```

Calculated values
* ΔE to the lowest compared entry with this formula, charge and spin: 79.4 kcal/mol
* HOMO-LUMO gap (alpha / beta): 7.2 / 7.9 eV
* LUMO energy (alpha / beta): 3.51 / 3.51 eV

***

[5]
Entry from the OMol25 dataset: one molecule with the formula C2H6N4OS at a distorted geometry (wB97M-V/def2-TZVPD).

ORCA input file:
```
! wB97M-V def2-TZVPD RIJCOSX def2/J DEFGRID3
* xyz 0 1
N 1.09 -0.62 -0.34
O 0.60 -1.87 -2.14
C 0.25 -1.52 -1.06
S 0.68 0.14 1.15
H -1.50 -2.48 -0.92
H -1.82 2.30 -0.42
N -0.57 2.57 1.45
H -1.63 0.68 -0.68
H -0.97 -1.77 0.59
N -0.91 -1.86 -0.42
N -1.13 1.54 -0.55
H 1.89 -0.24 -0.85
H 0.01 2.48 2.31
C -0.41 1.58 0.69
*
```

Calculated values
* ΔE to the lowest compared entry with this formula, charge and spin: 8.3 kcal/mol
* structure (SMILES): [H]/N=C(/N)SNC(N)=O
* HOMO-LUMO gap: 10.2 eV
* LUMO energy: 0.55 eV